# 1
A single C16H16BN3O4 molecule, computed with wB97M-V/def2-TZVPD.

The value obtained for the total energy is -1109.46643 Ha. As for the SMILES: O=C(Cc1cnccn1)N[C@@H](Cc1coc2ccccc12)B(O)O. The energy above the lowest of the compared OMol25 structures with the same formula, charge and spin comes out at 0.582 eV.

Geometry as XYZ:
```
40
Properties=species:S:1:pos:R:3:forces:R:3:nbo_charge:R:1
O -2.3663 -0.1116 -1.9149 0.9 -0.3 0.4 -0.65
N -0.8838 -2.5580 3.2245 0.5 0.1 -0.9 -0.35
N -0.4331 -0.3656 1.5706 0.2 1.1 0.7 -0.37
O 1.2348 -3.2655 -1.3655 0.2 2.0 -0.8 -0.91
O 2.5136 -1.8969 -2.9476 1.8 -0.7 -0.5 -0.91
O 2.4797 1.6273 0.4454 1.2 0.3 0.8 -0.41
B 1.4296 -2.1143 -2.1896 -1.0 -0.4 -0.1 1.14
C -1.7572 -0.6450 -0.9822 0.5 -0.1 -1.8 0.69
C 2.4179 0.9492 -0.6999 -2.2 -0.9 -2.8 0.09
C 1.1678 1.0847 -1.3324 1.9 -1.1 -0.4 -0.07
C 0.1562 -1.7456 3.3622 -0.3 -0.4 0.9 -0.02
C 0.3676 -0.6439 2.5837 -0.3 0.2 -1.1 0.00
C -1.6481 -2.2614 2.1576 -0.9 -2.5 2.6 -0.01
C -1.4733 -1.1616 1.4206 -0.7 1.5 -2.1 0.14
C -0.4552 3.3825 1.7638 -0.1 0.3 -0.8 -0.20
C -1.3155 3.1713 0.6588 1.0 -0.7 0.2 -0.23
C 0.8439 2.9637 1.7328 3.1 -0.6 -1.0 -0.26
C -0.8582 2.4578 -0.4280 -0.3 -0.3 -0.1 -0.19
C 1.3107 2.2443 0.5874 -2.9 1.3 0.8 0.29
C 0.4441 1.9798 -0.4852 1.0 -0.2 1.1 -0.12
N -0.4806 -1.1397 -1.0728 -1.8 0.2 -1.7 -0.61
C -2.4328 -0.8681 0.2848 -0.9 0.5 2.2 -0.52
C 0.6099 0.3652 -2.5930 0.8 0.3 0.5 -0.42
C 0.2157 -1.0980 -2.3617 1.4 -0.4 2.5 -0.39
H 2.0056 -3.6286 -0.9331 0.4 -0.3 -0.2 0.50
H 2.6227 -1.2799 -3.6943 -0.6 -0.3 1.0 0.52
H 3.2865 0.4033 -1.0540 -0.1 0.2 0.4 0.20
H 0.8603 -1.9167 4.1403 0.3 -0.4 0.8 0.19
H 1.1928 0.0116 2.7482 0.6 0.3 0.1 0.20
H -2.4779 -2.9646 2.0077 0.2 0.5 -0.2 0.20
H -0.8031 3.9424 2.5956 -0.3 0.4 0.6 0.21
H -2.3256 3.5080 0.6888 -0.6 0.2 0.1 0.21
H 1.7111 3.2274 2.3941 -1.5 -0.2 0.1 0.22
H -1.4937 2.1012 -1.2108 -0.7 0.4 -0.4 0.23
H -0.0638 -1.7031 -0.3546 -0.3 0.0 0.1 0.42
H -3.0329 -1.7557 0.2081 -0.5 -0.5 -0.4 0.24
H -3.1782 -0.0394 0.4848 1.1 -0.7 -0.1 0.26
H -0.3446 0.8247 -2.7792 -0.1 0.6 -0.6 0.25
H 1.2826 0.4262 -3.4710 -0.4 0.4 0.4 0.20
H -0.3291 -1.5075 -3.1899 -1.0 0.1 -0.5 0.23
```
Positions in Å, forces in eV/Å.

# 2
A single C16H16BrNO4S molecule, computed with wB97M-V/def2-TZVPD.

The value obtained for the total energy is -3947.17677 Ha. As for the SMILES: COc1cc(OCC=C(C)C)c(Br)cc1/C=C1\SC(=O)NC1=O. The energy above the lowest of the compared OMol25 structures with the same formula, charge and spin comes out at 1.649 eV.

Geometry as XYZ:
```
39
Properties=species:S:1:pos:R:3:forces:R:3:nbo_charge:R:1
O 2.5643 3.5700 -5.9653 -0.5 -0.7 1.8 -0.58
O 2.2582 -0.7448 -5.4069 0.2 -1.5 0.8 -0.56
Br 0.5550 3.1262 1.3740 -0.3 -0.6 -0.3 0.06
O -1.0837 -1.6615 -2.0461 -0.2 0.6 -0.2 -0.51
O -1.8990 1.1662 1.8007 0.2 -0.7 -0.8 -0.52
S 1.4107 2.5611 -3.7771 0.1 -0.1 0.2 0.34
C 2.3676 2.5878 -5.2485 0.8 2.9 -3.5 0.49
C 2.2837 0.3554 -4.9192 -0.3 -1.2 -2.6 0.63
C -0.0396 -0.6201 4.3965 -2.1 2.8 -1.6 0.05
C -0.8020 0.3682 3.7737 1.7 -2.2 1.2 -0.25
C 1.5524 0.8133 -3.7533 -0.3 -1.1 2.3 -0.31
C 1.1062 -0.0847 -2.8288 0.4 1.0 -1.0 -0.09
C -1.5337 -0.2014 -0.1834 0.3 0.7 1.0 -0.38
C 0.6902 1.3129 -0.8103 -0.6 -0.4 -0.4 -0.19
C -0.0290 1.6231 0.3247 -0.4 0.2 0.6 -0.16
C -1.1615 0.8659 0.6752 0.2 -0.3 -0.4 0.39
C -0.7737 -0.5693 -1.2869 -0.3 0.4 0.4 0.41
C 0.3257 0.2351 -1.6397 0.3 0.2 0.4 -0.17
N 2.7869 1.3684 -5.6949 -0.4 0.4 2.3 -0.62
C -2.4791 -1.9633 -2.2133 0.2 -0.1 0.0 -0.26
C -0.2297 -2.0805 4.1172 0.4 0.4 -0.5 -0.66
C 1.0604 -0.2176 5.3337 0.3 -0.5 0.1 -0.64
C -1.9443 0.1193 2.8038 0.3 0.3 1.0 -0.11
H -0.5466 1.4129 3.9975 -0.4 -0.4 -0.2 0.22
H 1.3243 -1.1344 -2.9875 0.0 0.1 -0.4 0.25
H -2.4234 -0.7424 0.0956 -0.1 -0.2 -0.1 0.23
H 1.5406 1.9306 -1.0513 0.2 -0.1 -0.1 0.24
H 3.0607 1.2151 -6.6486 0.1 0.1 -0.1 0.44
H -2.8704 -2.5215 -1.3598 0.0 0.1 0.0 0.18
H -3.0844 -1.0697 -2.4055 0.2 0.0 0.2 0.19
H -2.5379 -2.5984 -3.0894 0.1 -0.1 -0.1 0.21
H 0.4030 -2.3429 3.2579 -0.2 -0.1 0.1 0.23
H 0.1346 -2.6321 4.9564 0.1 -0.6 0.6 0.22
H -1.2546 -2.3757 3.9108 0.0 0.0 0.0 0.22
H 1.1994 0.8665 5.3873 -0.1 -0.2 -0.1 0.22
H 0.8747 -0.5950 6.3548 0.0 0.1 -0.3 0.22
H 2.0017 -0.6883 4.9924 -0.2 0.3 0.2 0.21
H -2.8868 0.2623 3.3747 0.3 -0.1 -0.7 0.20
H -1.9210 -0.9166 2.3891 0.0 0.9 0.0 0.19
```
Positions in Å, forces in eV/Å.

# 3
A molecular structure, C16H16FN3O2S, computed with wB97M-V/def2-TZVPD.

The value obtained for the total energy is -1431.62577 Ha. The energy above the lowest of the compared OMol25 structures with the same formula, charge and spin comes out at 11.554 eV.

Geometry as XYZ:
```
39
Properties=species:S:1:pos:R:3:forces:R:3:nbo_charge:R:1
O 2.2382 0.8444 0.7624 2.3 -2.2 -0.6 -0.61
C 2.8149 -0.2763 0.5969 -5.6 4.0 0.6 0.66
N 4.1019 -0.3838 0.1573 -11.6 3.8 4.2 -0.55
C 4.8315 0.5230 -0.2103 4.1 5.2 -3.9 0.23
N 6.0166 0.1906 -0.7251 -1.8 3.1 2.0 -0.45
C 6.5311 1.4625 -0.8181 4.4 0.3 -1.9 -0.05
C 5.7209 2.5218 -0.5360 7.5 6.1 -4.2 -0.60
S 4.2154 2.2316 -0.2639 -3.8 -3.5 2.1 0.55
H 6.0116 3.6996 -0.9680 -0.6 -3.7 1.7 0.25
H 7.6444 1.4909 -1.2174 -2.5 0.5 1.0 0.21
H 4.2793 -1.2035 0.1477 4.3 -13.1 -0.7 0.39
C 1.8169 -1.4552 0.8520 7.3 -6.4 2.9 -0.30
C 1.7117 -2.5942 -0.4088 -10.1 11.0 6.4 -0.35
C 0.2539 -2.0704 -0.6400 -4.0 -4.7 -6.3 0.63
O -0.3155 -2.5072 -1.8355 2.3 3.3 6.5 -0.66
N -0.4285 -1.5551 0.4781 2.5 -1.7 -3.2 -0.44
C 0.5446 -1.3977 1.5203 -2.5 7.5 0.3 -0.23
H 0.2032 -1.9124 2.4110 0.9 -0.2 0.2 0.23
H 0.5392 -0.0745 1.6901 -0.3 -3.6 0.5 0.23
C -1.7631 -1.0549 0.4457 -2.2 -0.4 -1.7 -0.22
H -2.3009 -1.7529 -0.4739 1.2 1.9 2.9 0.25
H -2.2856 -1.1464 1.4784 0.9 -0.2 -1.8 0.22
C -1.8903 0.4774 -0.0594 0.1 -1.2 1.3 -0.46
C -3.4018 0.7788 0.0037 2.6 -2.0 -8.5 0.07
C -4.1083 0.5386 -1.5142 6.1 -1.6 6.5 -0.18
C -5.3738 0.6783 -1.3317 -4.9 -1.0 -3.2 -0.32
C -6.0254 1.1248 -0.2514 -0.8 6.5 4.4 0.38
C -5.2639 1.8426 0.8287 -5.0 -3.7 -2.5 -0.18
C -4.0296 1.3467 1.0032 3.0 1.5 2.1 -0.30
H -3.3301 1.6306 1.8240 -1.0 -0.1 -0.1 0.22
H -5.7731 2.3026 1.6280 -0.7 0.9 0.5 0.22
F -7.3876 1.5686 -0.4137 2.3 -1.3 0.3 -0.36
H -6.0299 0.4221 -2.1522 -0.4 -0.2 -0.3 0.23
H -3.6602 -0.2683 -2.1237 0.0 1.3 -0.2 0.24
H -1.4634 0.4022 -1.0983 -0.6 0.7 1.0 0.24
H -1.3116 1.2170 0.6175 -0.7 -1.3 -1.1 0.22
H 1.8367 -3.4701 -0.2597 1.2 -11.0 2.2 0.20
H 2.3371 -2.1357 -0.8665 7.2 4.5 -7.3 0.19
H 2.4937 -2.0361 1.7228 -1.2 1.1 -2.0 0.23
```
Positions in Å, forces in eV/Å.